# C23H24N2Sn

A structure of composition C23H24N2Sn at a distorted geometry (wB97M-V/def2-TZVPD, the OMol25 dataset).

As for the net charge: +2. The calculation puts the HOMO energy (spin up / spin down) at -15.07 / -15.07 eV. The calculation puts the HOMO-LUMO gap (spin up / spin down) at 6.22 / 5.38 eV.

```
50
Properties=species:S:1:pos:R:3:forces:R:3
C 0.6270 -4.3612 -1.8936 -0.1 -0.6 -0.4
C -0.1074 -5.1283 -0.7985 0.4 -0.7 0.0
H 0.0064 -4.2488 -2.7928 0.1 0.2 0.2
H 1.5002 -4.9396 -2.2189 -0.1 0.2 0.1
H 1.0024 -3.3853 -1.5808 0.0 0.0 0.2
H -0.9389 -4.5942 -0.3427 -0.1 0.1 0.0
H -0.5039 -6.0663 -1.2131 0.0 0.4 0.1
H 0.5876 -5.4506 -0.0079 -0.2 0.3 -0.1
C -0.7368 1.6122 -2.3089 -0.4 0.0 0.0
C -1.0960 2.8587 -2.8052 -0.1 0.2 0.2
C -2.0600 3.6012 -2.1174 0.2 -0.5 0.0
C -2.5986 3.0721 -0.9501 0.2 -0.5 0.3
H 0.0283 1.0211 -2.8010 -0.1 0.0 -0.1
H -0.6309 3.2275 -3.7146 -0.1 0.0 0.2
H -2.3872 4.5683 -2.4745 0.0 0.0 0.0
H -3.3372 3.6067 -0.3633 0.2 0.1 -0.3
N -1.3024 1.0697 -1.2258 -0.2 0.3 0.3
C -2.1789 1.8099 -0.5074 0.3 -0.1 -1.0
C -2.6029 1.2199 0.7787 -0.5 -0.8 0.9
N -2.0218 0.0323 1.1438 -0.3 0.8 0.7
C -2.2615 -0.4129 2.4068 -0.4 0.2 -0.6
C -3.8501 1.3370 2.8738 0.4 -0.3 -0.4
C -3.1866 0.1758 3.2741 0.3 -0.1 -0.1
H -1.6962 -1.2857 2.7249 -0.3 0.2 -0.1
H -3.3732 -0.2979 4.2408 0.1 0.3 -0.3
C -3.5274 1.8652 1.6215 0.3 -0.1 -0.2
H -3.9925 2.7885 1.2761 0.1 -0.3 0.3
H -4.5854 1.8191 3.5193 0.2 -0.1 -0.2
Sn -0.7551 -1.4063 -0.4654 0.7 2.3 1.1
C 0.0475 -2.3582 1.3612 -0.4 -1.0 0.2
H -0.7830 -2.9178 1.8154 0.6 0.0 -0.1
H 0.4816 -1.6225 2.0520 -0.2 0.1 -0.5
H 0.8114 -3.0331 0.9534 -0.2 0.1 0.2
C 3.0221 2.7839 1.5693 -1.1 -0.1 0.1
C 1.6391 2.5201 1.6848 1.0 0.7 0.5
C 1.0710 1.4322 1.0347 0.1 -0.9 -0.9
C 1.8246 0.6225 0.1341 1.4 0.8 0.3
C 1.2804 -0.3950 -0.6781 -1.9 -0.3 0.3
C 2.0275 -1.0046 -1.6663 2.3 0.5 -0.4
C 3.4149 -0.7277 -1.7668 -1.3 -1.3 -1.0
C 4.0224 0.1738 -0.9234 0.6 1.0 0.8
C 3.2505 0.9153 0.0012 -1.1 -0.1 0.2
C 3.8163 1.9671 0.7584 0.0 -0.3 -0.3
H 3.4665 3.6186 2.1086 -0.1 -0.2 -0.1
H 1.0101 3.1702 2.3122 0.4 -0.4 -0.3
H 0.0149 1.1920 1.1573 0.3 0.2 0.0
H 1.5801 -1.7092 -2.3592 0.2 0.1 0.0
H 3.9884 -1.2501 -2.5298 0.0 0.1 0.2
H 5.1076 0.3621 -0.9681 -0.6 -0.1 -0.1
H 4.8850 2.1522 0.6710 -0.2 0.0 0.1
```
Positions in Å, forces in eV/Å.